Entry 1:
Molecular formula: C23H46IrN7O6P
Method: DFT, wB97M-V/def2-TZVPD

Properties
Total charge: +2
Orbital gap (spin up / spin down), eV: 8.997 / 6.105
Multiplicity: 6
HOMO (spin up / spin down), eV: -13.07 / -13.93
Energy, a.u.: -2183.87475

```
84
C23H46IrN7O6P | OMol25 | wB97M-V/def2-TZVPD
Ir -0.320 1.551 0.719
O -0.836 3.884 1.623
C -2.121 4.457 1.881
C -2.964 4.336 0.633
N -3.461 2.983 0.372
C -4.076 2.278 1.387
C -3.025 1.236 2.233
O -3.226 1.252 3.415
O -2.244 0.611 1.482
C -3.502 2.487 -0.985
C -2.281 1.646 -1.418
O -2.478 0.664 -2.105
O -1.117 2.115 -1.085
H -0.277 4.010 2.400
H -2.011 5.518 2.111
H -2.599 3.970 2.735
H -2.385 4.660 -0.229
H -3.833 4.995 0.737
H -4.816 1.574 1.009
H -4.478 2.919 2.165
H -3.541 3.337 -1.670
H -4.392 1.880 -1.130
O 0.103 -0.619 -0.226
P 0.415 -1.304 -1.500
N 1.096 -2.753 -1.251
C 1.644 -3.651 -2.295
C 1.592 -5.027 -1.639
C 1.833 -4.710 -0.164
C 1.007 -3.447 0.057
N -1.143 -1.692 -2.187
C -2.229 -2.131 -1.320
C -3.389 -2.420 -2.270
C -2.684 -2.791 -3.577
C -1.493 -1.835 -3.589
N 1.197 -0.597 -2.720
C 2.680 -0.429 -2.574
C 2.983 0.860 -3.338
C 1.684 1.655 -3.243
C 0.627 0.580 -3.439
H 2.673 -3.367 -2.522
H 1.064 -3.589 -3.216
H 2.328 -5.707 -2.061
H 0.604 -5.474 -1.773
H 2.891 -4.502 0.008
H 1.533 -5.515 0.503
H 1.381 -2.805 0.852
H -0.033 -3.697 0.287
H -2.404 -1.368 -0.559
H -1.886 -3.034 -0.795
H -3.986 -1.518 -2.397
H -4.029 -3.214 -1.894
H -3.310 -2.663 -4.457
H -2.336 -3.825 -3.553
H -1.806 -0.835 -3.921
H -0.624 -2.126 -4.177
H 3.205 -1.288 -2.986
H 2.949 -0.335 -1.520
H 3.202 0.629 -4.382
H 3.846 1.380 -2.926
H 1.610 2.446 -3.987
H 1.566 2.102 -2.252
H 0.520 0.326 -4.496
H -0.341 0.859 -3.030
C 0.399 0.081 5.169
N 1.600 0.235 4.355
C 2.680 -0.695 4.681
C 1.539 0.860 3.156
N 0.353 1.111 2.598
N 2.703 1.259 2.601
C 3.810 1.738 3.436
C 2.800 1.666 1.210
H 0.707 -0.118 6.193
H -0.225 -0.753 4.832
H -0.187 0.997 5.171
H 2.248 -1.679 4.875
H 3.226 -0.377 5.569
H 3.372 -0.783 3.850
H -0.387 0.630 3.096
H 3.504 1.799 4.475
H 4.085 2.738 3.100
H 4.684 1.092 3.352
H 2.528 2.715 1.064
H 2.173 1.029 0.584
H 3.833 1.529 0.886
```

Just the Mulliken charges please, in e? Sure, here they are: Ir 2.674; O -0.448; C -0.627; C -0.593; N 0.373; C -0.902; C 0.535; O -0.585; O -0.762; C -1.247; C 0.773; O -0.520; O -0.813; H 0.263; H 0.514; H 0.392; H 0.355; H 0.410; H 0.474; H 0.475; H 0.426; H 0.353; O -1.751; P -0.508; N 0.494; C -0.366; C -0.787; C -0.706; C -0.281; N 0.572; C -0.181; C -0.559; C -0.880; C -0.432; N 0.260; C -0.421; C -0.846; C -0.462; C 0.175; H 0.293; H 0.247; H 0.411; H 0.293; H 0.316; H 0.390; H 0.072; H 0.266; H -0.106; H 0.448; H 0.238; H 0.451; H 0.412; H 0.322; H 0.266; H 0.523; H 0.167; H 0.444; H 0.334; H 0.409; H 0.498; H -0.011; H 0.314; H -0.343; C -1.259; N 0.105; C -1.278; C 0.753; N -0.437; N 0.164; C -1.242; C -0.226; H 0.368; H 0.401; H 0.442; H 0.432; H 0.350; H 0.407; H 0.127; H 0.417; H 0.425; H 0.364; H 0.370; H -0.724; H 0.547

Entry 2:
Molecular formula: H32O16
Method: DFT, wB97M-V/def2-TZVPD

Properties
Total charge: 0
Orbital gap, eV: 10.552
Multiplicity: 1
HOMO, eV: -10.76
Energy, a.u.: -1222.83114

```
48
H32O16 | OMol25 | wB97M-V/def2-TZVPD
O -0.093 -3.894 1.146
H -0.835 -3.282 1.267
H 0.484 -3.136 0.706
O -2.521 1.349 -0.995
H -2.659 0.938 -0.163
H -3.330 0.932 -1.236
O 2.019 2.675 0.716
H 2.627 2.957 1.299
H 1.283 2.257 1.114
O 4.805 2.417 2.282
H 4.506 1.599 1.936
H 4.893 3.005 1.525
O 4.078 3.618 -1.655
H 3.557 2.958 -1.146
H 3.755 3.627 -2.532
O 1.690 -4.470 -1.795
H 0.832 -4.703 -2.415
H 2.295 -5.067 -1.887
O 1.828 -0.697 0.611
H 2.338 -1.353 0.371
H 1.763 -0.304 -0.363
O -0.541 0.137 4.354
H -0.249 0.700 5.085
H -0.843 0.714 3.584
O -0.132 2.819 -0.750
H -0.770 2.404 -0.420
H -0.244 3.834 -0.695
O -2.711 5.109 1.589
H -1.979 5.708 1.198
H -2.410 5.059 2.554
O -3.140 -1.114 -4.055
H -3.572 -0.947 -4.835
H -2.190 -0.924 -4.153
O -0.786 -3.441 -3.204
H -0.942 -3.207 -4.101
H -1.405 -4.265 -3.164
O -0.853 -0.619 1.644
H -0.359 -0.721 0.921
H -0.264 -0.625 2.326
O -3.369 -1.008 3.014
H -3.051 -1.950 3.241
H -2.475 -0.494 3.126
O -3.645 -3.782 -0.405
H -3.755 -2.980 -0.969
H -3.989 -3.339 0.386
O 3.622 0.812 -1.520
H 4.035 -0.047 -1.661
H 2.701 0.740 -1.876
```

Just the Mulliken charges please, in e? Sure, here they are: O -0.619; H 0.312; H 0.323; O -0.608; H 0.253; H 0.288; O -0.423; H 0.269; H 0.208; O -0.666; H 0.320; H 0.325; O -0.619; H 0.295; H 0.280; O -0.579; H 0.345; H 0.253; O -0.550; H 0.212; H 0.290; O -0.662; H 0.293; H 0.296; O -0.499; H 0.260; H 0.296; O -0.649; H 0.323; H 0.324; O -0.589; H 0.285; H 0.311; O -0.657; H 0.301; H 0.347; O -0.420; H 0.160; H 0.350; O -0.641; H 0.323; H 0.312; O -0.620; H 0.298; H 0.311; O -0.573; H 0.277; H 0.330

Entry 3:
Molecular formula: C4H9N2O
Method: DFT, wB97M-V/def2-TZVPD

Properties
Total charge: +1
Orbital gap, eV: 8.155
Multiplicity: 1
HOMO, eV: -13.70
Energy, a.u.: -342.11566

```
16
C4H9N2O | OMol25 | wB97M-V/def2-TZVPD
C -0.072 1.193 2.057
C -0.768 0.207 1.411
C 0.714 0.549 0.850
C 0.816 1.157 -0.386
N -0.203 -1.893 -2.618
N 0.043 -1.175 -1.610
O -0.285 -1.613 -0.520
H -0.321 2.358 1.829
H 0.378 1.009 3.071
H -0.872 -0.856 1.737
H -1.584 0.533 0.791
H 1.438 -0.163 0.949
H 1.554 0.841 -0.973
H 0.011 1.893 -0.614
H 0.031 -1.440 -3.482
H -0.881 -2.600 -2.492
```

Just the Mulliken charges please, in e? Sure, here they are: C -0.284; C -0.319; C 0.041; C -0.628; N -0.413; N 0.387; O -0.445; H 0.236; H 0.274; H 0.239; H 0.303; H 0.428; H 0.395; H 0.266; H 0.265; H 0.255

Entry 4:
Molecular formula: C3H9N
Method: DFT, wB97M-V/def2-TZVPD

Properties
Structure (SMILES): C=NC.C
Total charge: 0
Orbital gap, eV: 10.692
Multiplicity: 1
HOMO, eV: -9.70
Energy, a.u.: -174.41024

```
13
C3H9N | OMol25 | wB97M-V/def2-TZVPD
C -0.981 -0.355 -0.290
N -1.632 0.188 0.642
C -1.052 1.406 1.224
H -1.415 -1.250 -0.737
H -0.030 0.040 -0.641
H -1.641 1.684 2.083
H -0.011 1.239 1.498
H -1.088 2.204 0.488
C 2.809 -1.115 -1.317
H 2.823 -0.440 -0.462
H 1.957 -1.779 -1.181
H 2.728 -0.516 -2.214
H 3.721 -1.714 -1.355
```

Just the Mulliken charges please, in e? Sure, here they are: C -0.192; N -0.415; C -0.767; H 0.278; H 0.205; H 0.267; H 0.303; H 0.316; C -0.982; H 0.233; H 0.216; H 0.251; H 0.288

Entry 5:
Molecular formula: C4H6N3
Method: DFT, wB97M-V/def2-TZVPD

Properties
Total charge: +1
Orbital gap (spin up / spin down), eV: 6.916 / 9.429
Multiplicity: 1
HOMO (spin up / spin down), eV: -12.63 / -14.12
Energy, a.u.: -319.81632

```
13
C4H6N3 | OMol25 | wB97M-V/def2-TZVPD
C 1.950 -1.211 1.779
C 2.710 -0.293 2.283
C 1.699 0.103 1.258
C -0.780 0.385 -0.616
N 1.247 1.095 0.732
N -1.575 1.387 -0.373
N -0.685 -0.357 -1.708
H 1.617 -2.262 1.687
H 3.433 0.113 2.819
H -1.564 1.844 0.549
H -2.123 1.810 -1.135
H -0.126 -1.164 -1.866
H -1.512 -0.550 -2.344
```

Just the Mulliken charges please, in e? Sure, here they are: C -0.142; C -0.442; C 0.547; C 0.281; N -0.448; N -0.314; N -0.343; H 0.328; H 0.470; H 0.280; H 0.234; H 0.269; H 0.280

Let's list energy above the lowest of the compared OMol25 structures with the same formula, charge and spin in order: 0.0; 965.2; 634.3; 112.4; 565.3 kJ/mol.